# 1
# C55H47BiClN7O5S

A molecular structure, C55H47BiClN7O5S (the ωB97M-V functional and the def2-TZVPD basis, the OMol25 dataset).

Properties
- Calculated total energy: -107664.681 eV
- 2S+1: 1
- Kohn-Sham gap: 6.92 eV
- E_LUMO: -0.103 eV
- Energy above the lowest of the compared OMol25 structures with the same formula, charge and spin: 0.00 kJ/mol

Last column: Löwdin charge in e.
Element x y z (Å)
1 Bi 1.5770 -0.1336 0.2411  1.966
2 Cl 0.2754 -7.5857 1.7173  0.638
3 C 0.7317 -6.0153 1.1133  -0.687
4 C 0.8628 -5.8256 -0.2743  -0.123
5 C 1.1755 -4.5963 -0.7793  -0.020
6 C 1.3660 -3.4634 0.0685  -0.387
7 O 1.6377 -2.3318 -0.4483  -0.251
8 C 1.2967 -3.6984 1.4687  -0.142
9 C 1.6329 -2.6959 2.4294  -0.075
10 N 1.8263 -1.4293 2.2564  -0.012
11 C 2.1617 -0.6909 3.4237  -0.237
12 C 1.3840 -0.7310 4.5455  -0.027
13 C 1.7185 0.0369 5.6829  -0.066
14 C 2.8171 0.8429 5.6692  -0.029
15 C 3.6342 0.9115 4.5132  -0.148
16 C 4.7631 1.7564 4.4245  -0.008
17 C 5.4783 1.7946 3.2656  -0.039
18 C 5.0681 0.9795 2.1887  -0.117
19 N 4.0414 0.1727 2.2330  0.112
20 C 3.3165 0.1374 3.3811  -0.191
21 C 0.9746 -4.9810 1.9660  -0.064
22 H 0.7193 -6.6713 -0.9364  0.110
23 H 1.3017 -4.4395 -1.8429  0.120
24 H 1.7581 -3.0682 3.4488  0.138
25 H 0.4782 -1.3255 4.5430  0.119
26 H 1.0831 -0.0076 6.5574  0.106
27 H 3.0739 1.4482 6.5297  0.113
28 H 5.0354 2.3700 5.2750  0.118
29 H 6.3400 2.4379 3.1529  0.104
30 H 5.6154 1.0170 1.2538  0.096
31 H 0.9180 -5.1384 3.0367  0.115
32 C 5.0968 0.2710 -1.3233  -0.089
33 O 4.1824 1.2910 -0.9423  -0.169
34 C 3.9401 2.2868 -1.8263  -0.246
35 C 4.6918 2.5112 -2.9750  -0.014
36 C 4.3953 3.5876 -3.8009  -0.087
37 C 3.3516 4.4480 -3.4940  -0.104
38 C 2.5928 4.2172 -2.3564  -0.039
39 C 2.8732 3.1439 -1.5221  -0.184
40 N 2.0348 2.7918 -0.4242  0.041
41 N 1.4513 3.7663 0.0935  0.101
42 C 0.5279 3.5117 1.1033  -0.159
43 C 0.5457 2.3727 1.9184  -0.348
44 O 1.4606 1.4464 1.8549  -0.292
45 C -0.4730 2.2466 2.9198  0.006
46 C -1.4706 3.1524 3.0357  -0.015
47 C -1.5211 4.3084 2.2044  -0.173
48 C -2.5745 5.2398 2.3060  -0.045
49 C -2.6146 6.3479 1.5038  -0.097
50 C -1.5826 6.5609 0.5719  -0.089
51 C -0.5510 5.6673 0.4490  -0.037
52 C -0.4930 4.5100 1.2603  -0.110
53 H 6.1159 0.6626 -1.3851  0.095
54 H 5.0411 -0.4808 -0.5382  0.088
55 H 4.7974 -0.1761 -2.2709  0.083
56 H 5.5039 1.8478 -3.2315  0.107
57 H 4.9863 3.7451 -4.6941  0.103
58 H 3.1217 5.2848 -4.1403  0.099
59 H 1.7554 4.8527 -2.1002  0.099
60 H -0.4320 1.3605 3.5410  0.110
61 H -2.2590 3.0048 3.7659  0.115
62 H -3.3574 5.0576 3.0335  0.109
63 H -3.4281 7.0568 1.5864  0.096
64 H -1.6034 7.4434 -0.0559  0.097
65 H 0.2371 5.8385 -0.2702  0.092
66 C -6.1118 -6.9649 0.7603  -0.052
67 C -5.0860 -6.0020 0.2280  -0.273
68 C -5.4397 -4.7138 -0.1543  -0.034
69 C -4.4896 -3.8159 -0.6252  -0.062
70 C -3.1701 -4.2194 -0.7249  -0.374
71 C -2.7884 -5.4962 -0.3326  -0.067
72 C -3.7461 -6.3791 0.1321  -0.034
73 S -1.9590 -3.0126 -1.2573  0.949
74 C -1.5684 -3.7254 -2.8564  -0.221
75 O -2.7534 -1.7733 -1.5496  -0.526
76 H -7.1229 -6.5984 0.5883  0.073
77 H -5.9858 -7.1098 1.8350  0.084
78 H -6.0175 -7.9424 0.2862  0.080
79 H -6.4753 -4.4029 -0.0801  0.112
80 H -4.7530 -2.8064 -0.9122  0.105
81 H -1.7489 -5.7980 -0.3756  0.087
82 H -3.4467 -7.3752 0.4371  0.116
83 H -2.4759 -3.7270 -3.4587  0.067
84 H -1.1866 -4.7352 -2.7131  0.048
85 H -0.7999 -3.0842 -3.2905  0.041
86 C -3.1616 2.8242 -1.1921  -0.079
87 C -1.7862 2.7710 -1.5038  -0.088
88 C -0.9977 1.7991 -0.9587  -0.084
89 C -1.5147 0.8289 -0.0628  -0.202
90 C -0.6926 -0.1738 0.5380  -0.257
91 C -1.2739 -1.0540 1.4104  -0.143
92 C -2.6499 -0.9865 1.7334  -0.078
93 C -3.4406 -0.0287 1.1746  -0.038
94 C -2.8940 0.9004 0.2568  -0.174
95 C -3.6972 1.9073 -0.3338  -0.031
96 H -3.7824 3.6030 -1.6176  0.101
97 H -1.3508 3.5173 -2.1585  0.106
98 H 0.0589 1.7851 -1.2023  0.068
99 H -0.6879 -1.8332 1.8816  0.076
100 H -3.0671 -1.7039 2.4307  0.105
101 H -4.4949 0.0356 1.4189  0.113
102 H -4.7491 1.9473 -0.0742  0.111
103 C -0.9250 2.2451 -5.1219  -0.033
104 N -0.1863 1.3630 -4.2561  -0.089
105 C 1.2593 1.2676 -4.2385  -0.026
106 C 1.4569 0.0842 -3.2855  -0.492
107 O 2.5421 -0.2569 -2.8520  0.005
108 N 0.2429 -0.4658 -2.9836  0.180
109 C -0.6723 0.2955 -3.5851  -0.433
110 N -1.9753 0.0020 -3.5475  0.224
111 H -1.0718 1.8225 -6.1209  0.094
112 H -0.3793 3.1830 -5.2149  0.093
113 H -1.8982 2.4795 -4.6898  0.078
114 H 1.7370 2.1705 -3.8547  0.107
115 H 1.6752 1.0377 -5.2243  0.141
116 H -2.2686 -0.6604 -2.8184  0.053
117 H -2.6352 0.7226 -3.7853  0.098



# 2
# C21H25N5O3

C21H25N5O3 in the gas phase in a non-equilibrium geometry (the ωB97M-V functional and the def2-TZVPD basis, the OMol25 dataset).

Properties
- Calculated total energy: -35772.237 eV
- 2S+1: 1
- SMILES string: C/C(=N/NC(=O)CN1CCN(Cc2ccccc2)CC1)c1ccc([N+](=O)[O-])cc1
- Kohn-Sham gap: 7.48 eV
- E_LUMO: -0.668 eV
- Energy above the lowest of the compared OMol25 structures with the same formula, charge and spin: 568.05 kJ/mol

Last column: Löwdin charge in e.
Element x y z (Å)
1 C -1.1978 -0.0615 5.4878  -0.020
2 C -0.8239 -0.4941 4.1037  -0.295
3 N -0.9332 -1.7367 3.8611  0.107
4 N -0.5344 -2.3385 2.6972  0.057
5 C 0.6173 -2.0824 2.0059  -0.427
6 O 1.2616 -1.0656 2.1568  0.076
7 C 1.0363 -3.2428 1.0870  -0.105
8 N 1.1660 -3.0014 -0.3243  -0.166
9 C 2.3276 -2.2818 -0.8041  -0.152
10 H 3.1752 -2.4923 -0.1511  0.122
11 C 2.1206 -0.7675 -0.9218  -0.167
12 N 0.9624 -0.5267 -1.7619  -0.170
13 C -0.2113 -1.0890 -1.1260  -0.158
14 H -1.0898 -0.8580 -1.7324  0.127
15 C -0.0301 -2.6076 -1.0381  -0.148
16 H -0.9006 -3.0701 -0.5684  0.121
17 H 0.0640 -2.9944 -2.0586  0.124
18 H -0.3608 -0.6677 -0.1146  0.101
19 C 0.7964 0.8634 -2.1391  -0.143
20 C -0.2218 1.0193 -3.2370  -0.216
21 C -1.0769 2.1127 -3.2605  -0.036
22 C -1.9966 2.2577 -4.2854  -0.084
23 C -2.0748 1.3101 -5.2912  -0.100
24 C -1.2231 0.2178 -5.2730  -0.086
25 C -0.2994 0.0756 -4.2540  -0.046
26 H 0.3695 -0.7715 -4.2302  0.111
27 H -1.2774 -0.5228 -6.0583  0.100
28 H -2.7952 1.4228 -6.0885  0.098
29 H -2.6553 3.1139 -4.2965  0.101
30 H -1.0133 2.8579 -2.4811  0.089
31 H 1.7646 1.2206 -2.5078  0.136
32 H 0.5148 1.4972 -1.2816  0.103
33 H 3.0002 -0.3244 -1.3943  0.123
34 H 2.0004 -0.3238 0.0799  0.111
35 H 2.5465 -2.6732 -1.8042  0.122
36 H 2.0137 -3.5755 1.4529  0.135
37 H 0.3287 -4.0715 1.2084  0.116
38 H -0.9108 -3.2778 2.6507  0.138
39 C -0.4488 0.5878 3.1711  -0.186
40 C 0.5330 1.5246 3.4983  -0.009
41 C 0.8095 2.5684 2.6449  0.026
42 C 0.0781 2.7020 1.4678  -0.151
43 C -0.9148 1.7867 1.1339  0.008
44 C -1.1716 0.7334 1.9859  -0.021
45 H -1.9491 0.0222 1.7454  0.126
46 H -1.4773 1.9176 0.2216  0.121
47 N 0.3525 3.7983 0.5871  -0.351
48 O 1.1696 4.6249 0.9391  0.088
49 O -0.2499 3.8349 -0.4703  0.056
50 H 1.5786 3.2916 2.8689  0.122
51 H 1.1033 1.4080 4.4062  0.122
52 H -0.3181 0.3104 6.0100  0.082
53 H -1.6056 -0.9050 6.0364  0.081
54 H -1.9291 0.7435 5.4461  0.090